[1]
The following is a quantum chemistry calculation of a 3-piece molecular cluster, C22H32F16NO6S4 overall at a distorted geometry, from OMol25.

- Highest occupied orbital energy: -10.96 eV
- E: -123920.2004 eV
- Gap between HOMO and LUMO: 7.5 eV

```
! RIJCOSX wB97M-V def2-TZVPD def2/J DEFGRID3
* xyz 1 1
H -6.85 -0.12 3.51
C -2.17 1.88 -3.56
F -2.15 1.98 -2.19
H -0.58 3.68 -4.75
H -1.43 4.07 -7.20
H -8.39 1.54 1.52
F -2.76 3.00 -4.02
H 7.24 -4.47 3.42
H 3.14 -1.34 0.61
H 0.52 0.95 0.01
F -2.98 0.45 -5.24
C 8.49 -3.82 0.50
F 7.29 -3.64 -0.10
C -7.94 -0.72 0.30
O 8.36 -4.02 1.85
S 1.50 -2.98 2.08
F 6.05 -2.65 4.17
H -8.90 0.75 2.98
H 0.70 -0.80 2.36
H 0.44 -2.70 3.90
C 1.29 1.56 0.46
F -0.60 0.94 -6.54
F 8.99 -1.52 0.76
H -6.01 -1.69 0.09
C -0.30 2.65 -4.94
S -4.01 1.39 2.07
C -3.43 2.88 1.24
H -8.41 -1.37 -0.42
C -1.92 3.15 1.43
H -6.45 1.42 2.82
C -5.11 0.57 0.91
C 9.44 -2.66 0.20
H -1.31 1.05 1.44
F -2.80 2.71 -6.67
H -1.48 3.43 0.48
H -3.66 2.84 0.18
F 0.69 2.65 -7.03
S 0.63 2.34 1.94
O 0.81 -3.45 3.41
H 2.36 -0.96 2.96
H 1.52 2.38 -0.19
H 0.77 2.57 -4.76
O -0.87 1.77 -3.97
H 6.31 -4.35 1.94
H -1.80 3.98 2.11
H -6.91 -2.03 1.56
H 1.15 1.58 2.91
H -1.40 1.81 3.04
H 10.44 -2.88 0.59
F -1.56 2.54 -8.47
O 2.79 -3.55 1.95
H 3.19 0.86 -0.13
H 4.83 -2.19 1.98
O 0.63 -3.30 1.01
H 1.53 -1.07 0.04
S -4.97 0.73 -0.71
H 3.08 1.04 1.59
H -2.58 -0.25 -3.42
F -4.26 0.83 -3.51
C -1.16 1.96 2.00
C -6.65 -1.26 0.84
C 6.73 -2.48 3.00
C -2.99 0.63 -3.91
N -5.94 -0.23 1.61
C 7.12 -3.88 2.51
C -8.28 0.63 2.10
C 1.68 -1.21 2.15
H -3.99 3.70 1.65
F 9.05 -4.92 -0.02
H -7.77 0.23 -0.19
C -0.47 2.28 -6.42
C 5.78 -1.67 2.12
C 2.53 0.70 0.71
F 9.50 -2.49 -1.14
F 6.30 -1.40 0.90
C -6.85 0.45 2.59
F 5.52 -0.47 2.71
C -1.58 2.99 -7.20
C 2.23 -0.78 0.81
F 7.83 -1.75 3.26
O -8.78 -0.48 1.41
*
```


[2]
The following is a quantum chemistry calculation of C52H41N5OPSTi as an isolated structure, from OMol25.

- Highest occupied orbital energy (alpha / beta): -5.26 / -6.78 eV
- E: -107329.6651 eV
- Energy above the lowest of the compared OMol25 structures with the same formula, charge and spin: 3.9 kcal per mole
- Gap between HOMO and LUMO (alpha / beta): 4.8 / 5.7 eV

```
! RIJCOSX wB97M-V def2-TZVPD def2/J DEFGRID3
* xyz 0 2
H -3.97 1.76 -3.14
C 1.30 2.46 6.76
P 1.60 1.36 -2.40
C -6.42 -0.95 -3.47
C 0.73 -1.49 4.08
H -3.37 -3.37 -2.30
H 0.53 -3.65 3.86
C 1.37 -6.53 1.88
C 3.06 -1.28 0.10
H 0.01 2.59 -3.82
C -2.98 -0.59 -1.94
H 3.46 -0.19 -2.29
H 3.47 2.43 -1.32
C -1.23 -5.56 1.74
C -0.55 4.78 -0.99
C -1.00 -6.90 2.04
H 1.50 2.20 -4.72
N -1.49 -1.57 -0.24
C 0.49 -2.65 3.45
H 3.27 0.42 -3.94
C -0.39 -3.25 1.20
H 0.99 -1.34 5.11
Ti -0.07 -0.02 0.08
C -5.42 -0.71 -2.55
C -4.08 -0.87 -2.90
H 0.38 4.59 -2.91
C 0.09 -2.33 2.10
H 5.03 -1.53 0.89
C -0.17 6.62 -2.51
C 3.27 1.18 6.23
H -7.46 -0.82 -3.18
N 0.08 1.73 1.16
H 0.21 6.98 -3.46
N 0.12 -0.97 1.91
H -2.25 -5.19 1.70
C -1.14 5.67 -0.09
C 0.23 2.95 0.52
H 5.36 -3.78 -0.05
C 2.25 -3.17 -1.16
H 1.38 -3.51 -1.69
C 0.99 3.84 1.31
H 1.96 -4.52 1.40
O 0.98 -1.29 -0.95
C 2.56 2.00 7.11
C -0.17 -4.69 1.50
C 0.74 2.09 5.54
H -1.52 5.30 0.85
C 0.30 -7.38 2.11
C -1.33 2.46 -1.28
H 1.24 4.85 1.05
C -0.49 3.33 -0.64
H -2.73 -1.40 -4.48
H -1.71 7.70 0.30
C 0.54 -0.43 3.12
N -1.41 1.09 -1.07
C -1.17 -2.88 0.09
H 3.00 2.28 8.06
H 3.42 2.90 -3.04
C 4.25 -2.01 0.30
C -2.41 -1.68 -1.25
C 3.41 -3.87 -0.97
C 0.84 0.88 3.35
H -6.89 -1.53 -5.48
C -6.11 -1.35 -4.76
H 2.31 3.63 -1.86
H 4.26 0.83 6.49
H 2.38 -6.89 1.93
C 0.70 1.90 2.39
H -0.83 8.55 -1.85
C 0.78 1.84 -3.98
H -4.52 -1.83 -6.13
C 2.71 0.82 5.02
C -4.78 -1.51 -5.12
C -2.36 2.89 -2.20
H 1.80 3.56 3.35
H 0.75 3.09 7.44
C -1.86 -3.78 -0.75
H 3.25 0.19 4.32
C 2.73 0.07 -3.06
H -0.24 2.45 5.26
H 0.48 -8.42 2.34
H 0.28 0.95 -4.38
H 2.16 -0.82 -3.32
C 2.81 2.71 -2.15
H -2.50 3.91 -2.53
C -2.67 -3.03 -1.56
H 3.51 -4.86 -1.38
H -5.66 -0.40 -1.54
C -0.75 7.50 -1.61
C 1.26 3.18 2.49
C -0.07 5.27 -2.20
C -2.53 0.69 -1.80
H -1.84 -7.56 2.23
C 1.13 -5.19 1.57
N 2.12 -1.93 -0.64
C -3.10 1.82 -2.50
C -1.24 7.02 -0.40
C 4.43 -3.26 -0.22
C 1.44 1.27 4.66
C -3.77 -1.27 -4.20
H -1.80 -4.85 -0.70
S 2.72 0.26 0.69
*
```